16
Properties=species:S:1:pos:R:3:forces:R:3:lowdin_charge:R:1 method="wB97M-V/def2-TZVPD" homo_ev=-4.6 lumo_energy_ev=2.76 charge=-1 gap_ev=7.35
C -1.0207 0.0102 -1.7016 0.8 -0.5 -0.8 -0.70
C 0.5445 -1.7353 -0.4957 1.9 -2.0 -2.4 -0.10
C 1.5334 0.4019 -0.9354 -3.1 1.6 -1.7 -0.01
C -1.7630 1.7330 1.3293 -0.1 -1.6 4.0 -0.43
C 0.4483 -0.3176 -1.1700 -1.2 -1.9 2.8 -0.23
O -1.8731 0.5272 -0.9606 0.4 0.3 0.9 -0.06
O -1.2039 -0.3917 -2.8622 0.4 -0.1 -0.3 -0.05
I -2.2149 2.7474 3.3085 0.1 -0.1 -0.5 0.43
H 1.5791 -2.0294 -0.0218 -1.5 1.1 -1.0 0.08
H -0.1471 -2.0416 0.2727 -0.8 0.5 0.0 0.04
H 0.4522 -2.5055 -1.3657 -0.1 1.0 1.5 0.09
H -1.3022 0.8307 1.7401 0.1 0.5 -0.9 0.00
H 2.3426 -0.0593 -0.5397 2.5 -0.9 1.3 0.00
H 1.4542 1.4430 -1.1392 0.7 0.8 -0.3 0.05
H -1.2976 2.4470 0.8034 2.5 2.0 -1.6 -0.05
H -2.6847 1.6268 0.9173 -2.6 -0.8 -0.9 -0.06

***

15
Properties=species:S:1:pos:R:3:forces:R:3:lowdin_charge:R:1 method="wB97M-V/def2-TZVPD" homo_ev=-8.3 lumo_energy_ev=0.27 charge=0 gap_ev=8.58 smiles="CC1=CP(I)CC1"
C -1.6184 0.8105 1.0068 -0.3 -0.4 -0.2 -0.06
C -0.4050 0.1713 0.4896 3.5 -3.9 2.5 -0.30
C 0.5681 -0.6759 1.2334 -3.5 3.0 -5.2 -0.34
P 1.6602 -1.4949 0.0578 -0.4 -0.5 0.5 0.50
I 3.4268 0.1935 0.1598 0.6 0.4 -0.2 0.33
C 0.6695 -0.9043 -1.3848 0.9 -0.5 -0.9 -0.48
C -0.0088 0.3269 -0.9612 -2.7 1.2 0.5 -0.30
H -1.5295 1.3151 1.9297 0.4 0.9 1.0 0.07
H -2.3577 0.0638 1.2091 -0.4 -0.9 0.2 0.09
H -2.1022 1.3939 0.2610 -0.1 1.0 -0.5 0.07
H 0.8332 -0.6004 2.2296 -0.2 -0.1 2.1 0.02
H -0.1808 -1.5688 -1.5880 0.7 -0.6 0.0 0.09
H 1.3461 -0.8406 -2.2691 -0.7 0.0 0.5 0.08
H -0.8972 0.6224 -1.6311 1.4 -0.3 1.0 0.15
H 0.5957 1.1874 -0.7424 0.9 0.8 -1.0 0.09

***

19
Properties=species:S:1:pos:R:3:forces:R:3:lowdin_charge:R:1 method="wB97M-V/def2-TZVPD" homo_ev=-8.0 lumo_energy_ev=-0.20 charge=0 gap_ev=7.79
C -0.6611 -2.4448 1.5457 -0.5 -0.1 -0.4 -0.10
C 0.3534 -1.4895 0.9413 0.7 1.1 -1.4 -0.51
O 0.7726 -0.5268 1.7687 -0.1 0.8 0.3 -0.40
Li 0.4493 1.2184 1.8694 0.1 -0.5 0.0 0.66
H -0.9979 -3.1838 0.8001 0.0 0.2 0.2 0.07
H -0.2108 -2.9899 2.3908 0.0 0.3 -0.3 0.08
H -1.5318 -1.8863 1.9233 0.2 -0.2 -0.1 0.07
H -0.0462 -0.9116 -0.1247 -0.1 -1.4 1.5 0.10
H 1.2204 -2.0639 0.5229 -0.4 0.0 0.0 0.10
O -1.1957 0.6355 -2.1100 0.8 -0.6 1.1 -0.08
C -0.1873 2.6067 0.3508 -0.6 0.2 0.6 -0.35
C -0.0831 0.2027 -1.7358 -0.2 1.0 -2.6 -0.24
O -1.1472 3.3680 0.2682 0.3 -0.4 -0.3 -0.12
O 0.3514 2.4146 -0.9701 0.1 0.1 -0.9 -0.23
C 0.9568 1.1740 -1.2349 0.1 -0.5 1.3 -0.21
Li -1.5362 2.5344 -1.6388 0.3 -0.1 0.5 0.77
H 0.3384 -0.6869 -2.2468 -0.4 -0.2 0.7 0.14
H 1.7416 1.2976 -1.9974 -0.3 -0.1 0.1 0.14
H 1.4134 0.7317 -0.3226 0.0 0.3 -0.3 0.11

***

17
Properties=species:S:1:pos:R:3:forces:R:3:lowdin_charge:R:1 method="wB97M-V/def2-TZVPD" homo_ev=-14.5 lumo_energy_ev=-5.66 charge=+1 gap_ev=8.79
H 0.5019 -1.3553 1.6721 3.2 -0.3 -1.2 0.17
O -1.7689 -0.1831 -0.7799 -0.2 -2.0 -0.5 0.05
C -0.9500 -0.4452 0.3333 4.5 6.0 -2.0 -0.36
O -1.1155 0.2374 1.3137 -1.1 -2.2 1.0 0.06
Li -1.2553 2.0112 0.7084 -0.4 0.4 0.2 0.79
O 0.4276 -0.5412 -0.1241 -3.8 -0.7 -1.0 -0.01
C 1.2258 -1.3993 0.6884 -3.1 -1.5 2.6 -0.24
C -2.2562 1.0373 -0.9015 0.7 0.8 0.5 -0.08
C -2.9422 1.2021 -2.1846 -0.1 -1.8 -0.8 -0.05
H -3.9448 1.6471 -2.1217 0.6 0.3 0.1 0.11
H -2.2692 1.7262 -2.8836 -0.2 0.6 0.5 0.12
H -3.0107 0.2182 -2.6820 -0.4 0.2 0.2 0.10
C 2.7001 -1.1155 0.6797 0.3 0.1 0.2 -0.05
H 1.0108 -2.4051 0.3076 0.4 0.1 0.1 0.12
H 2.9516 -0.0896 0.3844 -0.2 -0.2 0.2 0.09
H 3.1990 -1.7993 -0.0207 -0.1 0.3 0.2 0.09
H 3.0980 -1.3019 1.6861 0.0 0.1 -0.3 0.09

***

18
Properties=species:S:1:pos:R:3:forces:R:3:lowdin_charge:R:1 method="wB97M-V/def2-TZVPD" homo_ev="-19.7 / -19.7" lumo_energy_ev="-11.81 / -12.53" spin_multiplicity=8 charge=+3 s2=15.764 gap_ev="7.86 / 7.14"
C 0.9770 1.4173 -3.8807 0.6 -0.8 0.3 0.05
C 2.1586 1.5267 -3.5971 -0.5 -1.0 -1.4 0.00
H 0.0512 1.0182 -4.2660 -0.1 0.7 0.4 0.06
H 3.0906 1.2980 -4.1430 0.0 0.8 1.2 0.09
H 1.4101 0.4812 -1.5474 -0.4 -0.3 0.3 0.15
Li -1.3382 2.9461 0.1345 -0.2 0.4 -0.1 0.91
O -0.1567 -0.6199 0.8356 0.9 -0.8 -0.8 -0.10
Tb 1.7102 -2.4209 -0.0942 0.0 -0.1 0.2 2.03
O 1.1247 -0.1308 -0.7706 1.3 0.1 -1.9 -0.07
C 0.0719 0.2805 -0.0908 -1.0 1.9 1.0 -0.63
O -0.4982 1.3382 -0.2446 0.4 -0.9 0.0 0.08
C -1.0927 -0.3466 1.9206 -1.1 0.4 0.9 -0.15
C -1.1648 -1.5765 2.7845 0.1 -0.1 -0.1 -0.03
H -0.7123 0.5241 2.4676 0.0 -0.2 -0.1 0.15
H -2.0565 -0.1009 1.4597 0.2 -0.1 0.1 0.15
H -0.1866 -1.8058 3.2263 -0.2 0.1 0.1 0.10
H -1.8770 -1.3847 3.5968 0.2 -0.2 -0.1 0.12
H -1.5112 -2.4443 2.2089 -0.1 0.2 0.2 0.10

***

18
Properties=species:S:1:pos:R:3:forces:R:3:lowdin_charge:R:1 method="wB97M-V/def2-TZVPD" homo_ev="-21.0 / -21.0" lumo_energy_ev="-14.55 / -16.12" spin_multiplicity=4 charge=+3 s2=3.755 gap_ev="6.48 / 4.91"
C 0.3388 -0.5070 -0.3601 -0.1 -1.6 -0.2 0.12
C 0.9235 -1.4713 0.3787 0.0 1.1 1.5 -0.06
H -0.5533 0.0091 0.0174 0.4 0.5 0.0 0.14
H 0.6262 -0.3805 -1.4157 -0.1 0.2 0.1 0.15
H 1.0269 -2.5602 0.3982 0.3 0.0 -0.6 0.10
Tm 2.1028 -0.4253 2.3139 -1.6 3.0 -2.3 2.21
O 2.3277 3.7065 0.8545 -0.1 -0.2 0.4 -0.03
Li 0.8046 5.2765 0.5936 -0.2 0.2 0.0 0.89
O 0.1911 3.5118 1.0840 0.8 -1.1 0.4 0.05
C 1.2756 2.9253 1.1565 -1.2 3.2 -1.3 -0.72
O 1.4719 1.6903 1.3426 1.2 -5.3 2.2 -0.15
C 3.6772 3.2379 1.0452 0.6 -0.2 -0.1 -0.22
C 4.6260 4.3405 0.6475 0.2 0.2 0.0 -0.03
H 3.8029 2.9740 2.1040 0.0 0.1 -0.1 0.13
H 3.8199 2.3453 0.4213 0.0 0.2 0.0 0.12
H 4.5203 5.2089 1.3107 0.0 -0.2 -0.2 0.10
H 5.6556 3.9708 0.7418 -0.2 0.2 -0.1 0.11
H 4.4543 4.6581 -0.3891 0.1 -0.2 0.2 0.10

***

14
Properties=species:S:1:pos:R:3:forces:R:3:lowdin_charge:R:1 method="wB97M-V/def2-TZVPD" homo_ev=-15.1 lumo_energy_ev=-6.90 charge=+1 gap_ev=8.17 smiles="C[C@H]1C=[N+]=CC1"
C 1.1106 1.1463 1.0202 -2.2 0.6 1.7 -0.05
C -0.1159 0.5542 0.2408 -0.9 1.0 -3.2 -0.22
C -0.2601 0.3894 -1.6231 1.9 0.0 6.4 0.21
N -0.3422 -0.8536 -1.8407 -0.2 0.7 -4.1 0.10
C -0.4892 -1.5668 -0.8014 -0.7 -1.8 0.3 0.00
C -0.4637 -0.8761 0.5017 0.2 -0.3 -1.7 -0.14
H 1.2289 2.2817 0.8145 0.4 -2.2 0.0 0.11
H 1.9884 0.4271 0.9209 -0.9 1.5 0.1 0.10
H 0.7013 1.1573 2.1750 1.3 -0.3 -2.7 0.15
H -1.1153 1.0912 0.2331 1.4 0.3 0.5 0.15
H -0.4881 1.1776 -2.2276 -0.5 1.9 -2.1 0.10
H -0.6324 -2.6114 -1.1209 0.1 0.0 1.4 0.17
H -1.5119 -0.8965 0.8319 0.5 -0.8 1.3 0.17
H 0.3897 -1.4204 0.8755 -0.3 -0.5 1.9 0.15

***

14
Properties=species:S:1:pos:R:3:forces:R:3:lowdin_charge:R:1 method="wB97M-V/def2-TZVPD" homo_ev=-14.4 lumo_energy_ev=-4.50 charge=+1 gap_ev=9.95
C 1.8298 -0.6826 -0.0073 -2.3 -0.8 0.3 0.07
C 0.7963 -0.8807 -0.8714 0.7 -1.1 0.0 0.01
C 0.4898 1.2336 -0.0731 -1.9 2.9 2.0 -0.05
C 0.9561 0.1670 0.8854 -0.4 1.2 -3.2 -0.08
C -2.0327 -0.3090 0.1665 2.3 -0.6 -2.4 0.24
N -0.1481 -0.0270 -0.1162 -3.0 -2.5 1.0 -0.10
H 2.8273 -0.9229 0.2465 0.9 -0.5 -0.7 0.11
H 0.4753 -1.3446 -1.8355 0.9 0.5 1.0 0.15
H -0.1866 2.0767 0.2050 0.7 -0.7 0.3 0.15
H 1.1046 1.4778 -0.8565 1.3 0.4 -1.9 0.10
H 0.7335 0.3426 1.8745 -0.1 -0.4 2.2 0.13
H -2.2638 0.7571 0.0301 -0.3 -0.8 0.2 0.07
H -2.2142 -1.0255 -0.7062 0.3 1.6 0.9 0.10
H -2.3674 -0.8627 1.0582 1.1 0.8 0.2 0.08

***

14
Properties=species:S:1:pos:R:3:forces:R:3:lowdin_charge:R:1 method="wB97M-V/def2-TZVPD" homo_ev=-15.4 lumo_energy_ev=-6.37 charge=+1 gap_ev=9.06
C 0.3635 -1.6704 0.3710 0.3 -0.9 0.2 0.35
C -0.5218 -0.6417 0.1126 1.3 1.8 -1.2 -0.40
C -1.7914 -0.2518 -0.6051 2.7 3.5 1.6 0.04
C -1.3211 0.4897 0.6617 -3.6 -1.2 2.0 0.01
C 1.9555 0.3357 0.2088 -2.8 -0.1 1.2 0.02
N 0.8579 -0.4524 -0.3971 1.2 -0.4 -5.1 -0.09
H -1.7908 0.3028 -1.4991 0.9 0.5 -1.2 0.12
H -2.5345 -0.9137 -0.6150 -2.9 -2.7 0.8 0.08
H -1.9961 0.2091 1.5717 1.6 0.4 -1.5 0.17
H -0.9664 1.5323 0.7553 0.1 -0.9 -0.8 0.14
H 1.6563 1.3222 0.4491 -0.9 0.9 0.7 0.10
H 2.2851 -0.1837 1.0478 0.9 -0.7 1.5 0.09
H 2.6655 0.5060 -0.4763 2.8 -0.1 -2.6 0.06
H 1.1384 -0.5840 -1.5854 -1.6 0.0 4.5 0.31

***

14
Properties=species:S:1:pos:R:3:forces:R:3:lowdin_charge:R:1 method="wB97M-V/def2-TZVPD" homo_ev=-15.5 lumo_energy_ev=-5.07 charge=+1 gap_ev=10.45
C 0.5047 0.9045 -2.1256 -0.1 0.1 -1.0 0.32
C 0.8039 0.7554 -0.9031 -1.5 -0.2 0.8 -0.30
C 0.6471 -0.3175 0.8768 -1.9 -3.4 -0.6 -0.04
C -0.2085 -0.4747 -0.4629 2.5 -1.6 -0.1 -0.28
C -1.6460 -0.3133 -0.3162 -1.9 -0.2 1.8 -0.08
N 1.2950 0.9103 0.4262 4.7 -1.0 -1.3 0.14
H -0.1280 -0.2929 1.6270 0.5 0.9 0.9 0.13
H 1.2794 -1.2418 1.0386 -0.2 1.7 -0.1 0.17
H -0.0190 -1.4989 -0.8692 0.3 1.2 -0.3 0.16
H -1.9486 0.6422 0.1693 0.1 -0.4 -0.7 0.11
H -1.9267 -1.1014 0.4716 0.2 0.8 -1.1 0.13
H -2.2126 -0.5687 -1.2200 0.2 0.4 0.3 0.11
H 2.3750 0.8583 0.3524 -1.7 -0.3 0.5 0.25
H 1.1844 1.7385 0.9350 -1.1 2.0 0.9 0.18

***

14
Properties=species:S:1:pos:R:3:forces:R:3:lowdin_charge:R:1 method="wB97M-V/def2-TZVPD" homo_ev=-14.6 lumo_energy_ev=-3.76 charge=+1 gap_ev=10.83
C -1.0407 0.9852 -0.3295 -2.4 -0.4 1.1 -0.08
C -1.7971 0.2281 0.3825 1.2 1.1 -1.0 0.12
C 0.1244 1.6808 -0.7532 2.2 1.7 1.9 -0.09
C 0.9328 0.4127 -0.2428 -2.8 1.6 2.0 -0.04
C -0.2776 -0.2801 0.6336 1.0 -0.1 2.1 -0.33
N -0.3292 -1.7300 0.2888 -0.3 0.9 -0.1 0.21
H 0.2642 1.9061 -1.8022 -0.1 0.1 0.0 0.13
H 0.4285 2.5674 -0.0513 -1.0 -1.3 -1.6 0.18
H 1.0303 -0.1077 -1.1171 1.1 -1.9 -1.8 0.09
H 1.7685 0.6390 0.3784 0.8 -0.1 0.0 0.12
H -0.0895 -0.3419 1.7856 -0.2 1.0 -2.1 0.19
H -0.7936 -2.1756 1.0610 -1.0 -0.6 0.0 0.16
H 0.6296 -2.0054 0.3768 0.8 -1.0 -1.1 0.16
H -0.8507 -1.7787 -0.6106 0.7 -0.8 0.5 0.19

***

14
Properties=species:S:1:pos:R:3:forces:R:3:lowdin_charge:R:1 method="wB97M-V/def2-TZVPD" homo_ev=-15.0 lumo_energy_ev=-3.37 charge=+1 gap_ev=11.61 smiles="C=C[C@]12C[N@H+]1C2"
C -2.2604 0.2525 -0.1951 -1.1 0.8 2.4 0.04
C -1.3169 -0.5490 0.2545 1.8 -1.7 -0.4 -0.07
C 0.1624 -0.2890 -0.2347 -1.7 0.3 0.7 -0.18
C 1.4626 -0.9405 -0.4088 -0.2 -1.2 1.1 0.03
N 1.3220 0.0601 0.6672 0.5 -0.1 0.4 0.09
C 0.8089 1.0394 -0.2308 -2.4 3.2 -1.1 -0.03
H -3.1723 0.1930 0.4369 0.1 -0.2 -1.3 0.10
H -2.1482 1.1773 -0.7316 0.2 -0.1 -0.6 0.08
H -1.6576 -1.4499 0.9088 1.4 1.7 -1.2 0.15
H 1.4433 -1.8571 0.0608 0.5 -2.5 0.5 0.11
H 2.2150 -0.8044 -1.1732 -0.2 0.5 -0.2 0.15
H 1.5276 0.0113 1.6769 -0.4 0.0 -0.7 0.23
H 1.4807 1.2406 -1.0456 0.2 0.3 -0.2 0.13
H 0.1331 1.9156 0.0147 1.3 -1.1 0.6 0.17

***

14
Properties=species:S:1:pos:R:3:forces:R:3:lowdin_charge:R:1 method="wB97M-V/def2-TZVPD" homo_ev=-12.7 lumo_energy_ev=-4.41 charge=+1 gap_ev=8.32 smiles="[NH3+]/C=C/C1=CC1"
N -0.5043 -2.3980 -0.1628 1.3 -0.8 3.3 0.14
C 0.0656 -1.1937 -0.7240 3.0 4.9 -2.0 -0.11
C 0.1276 0.0537 -0.0264 -0.2 -2.8 -1.2 0.03
C 0.5240 1.4818 -0.0578 0.9 -1.0 -2.1 -0.22
C 1.0438 2.5831 -0.5729 -0.7 -0.8 -2.2 0.08
C 0.3619 2.6788 0.7736 -1.2 0.6 0.6 -0.11
H -1.5193 -2.3704 -0.2029 -0.3 -0.5 -0.4 0.16
H -0.2762 -2.3200 0.9218 -0.6 -0.8 -2.5 0.23
H -0.0864 -3.3182 -0.5615 -1.0 2.0 0.8 0.22
H 0.6238 -1.3730 -1.7239 -1.4 0.4 1.8 0.15
H -0.2501 -0.0232 0.9522 -1.0 -0.6 1.4 0.09
H 1.4113 3.0244 -1.5890 -0.6 -0.6 2.5 0.15
H 0.9611 2.8021 1.6403 0.8 0.1 0.7 0.08
H -0.6599 3.0854 0.9710 0.8 0.0 -0.7 0.11

***

14
Properties=species:S:1:pos:R:3:forces:R:3:lowdin_charge:R:1 method="wB97M-V/def2-TZVPD" homo_ev=-14.4 lumo_energy_ev=-3.47 charge=+1 gap_ev=10.98 smiles="C=C=C[C@@H]1C[NH2+]1"
C -0.3376 -0.5317 2.2344 3.9 0.7 -0.1 0.06
C 0.1044 0.4587 1.4820 -0.5 -0.4 -0.8 -0.06
C 0.5250 1.1499 0.4488 -0.5 -0.4 2.2 -0.05
C 0.5670 0.5679 -0.8856 -1.9 -0.4 0.2 -0.23
C -0.6650 0.1789 -1.6520 0.3 -0.3 -0.2 0.03
N 0.1381 -0.8416 -0.8540 -0.2 -3.1 -0.5 0.08
H 0.5217 -1.1184 2.6944 -1.6 0.3 -0.4 0.13
H -1.3157 -0.5477 2.5643 -1.9 -0.4 0.8 0.06
H 1.0245 2.0707 0.5723 0.2 1.1 0.1 0.12
H 1.4133 0.9850 -1.3328 1.3 -0.5 -1.6 0.15
H -1.7007 0.3260 -1.3238 0.7 0.2 0.3 0.14
H -0.5702 0.0966 -2.7542 0.1 -0.2 0.9 0.14
H -0.2586 -1.0380 0.1978 1.0 0.2 -2.6 0.18
H 0.5538 -1.7562 -1.3916 -1.0 3.2 1.7 0.26

***

14
Properties=species:S:1:pos:R:3:forces:R:3:lowdin_charge:R:1 method="wB97M-V/def2-TZVPD" homo_ev=-14.8 lumo_energy_ev=-4.12 charge=+1 gap_ev=10.72 smiles="C[C@]12C=C[C@H]1[NH2+]2"
C -1.6491 0.5078 -0.2877 0.2 -0.8 3.7 0.04
C -0.2179 0.2092 -0.0158 -1.5 -0.4 -1.4 -0.40
C 0.8944 1.0587 0.4046 1.6 0.2 -1.4 0.03
C 1.8248 0.3763 -0.2980 1.0 -1.3 0.6 0.09
C 0.7333 -0.6371 -0.7437 1.4 2.4 3.7 -0.02
N 0.0808 -1.1468 0.5559 3.0 2.0 3.3 0.21
H -2.1044 -0.4802 -0.2877 -0.8 0.4 -0.4 0.10
H -1.9043 1.1063 -1.0819 -0.1 1.0 -2.3 0.07
H -2.0133 1.0915 0.6013 0.0 -0.8 -0.6 0.13
H 0.8212 1.9405 0.9501 0.4 1.2 1.2 0.11
H 2.9642 0.2353 -0.3484 -2.0 0.7 0.0 0.15
H 0.6523 -1.3245 -1.4526 -0.4 -2.4 -3.4 0.12
H -0.6391 -1.7790 0.4491 -1.9 -2.0 -0.3 0.12
H 0.5573 -1.1580 1.5546 -0.9 -0.2 -2.8 0.25

***

14
Properties=species:S:1:pos:R:3:forces:R:3:lowdin_charge:R:1 method="wB97M-V/def2-TZVPD" homo_ev=-12.4 lumo_energy_ev=-4.30 charge=+1 gap_ev=8.08 smiles="C/C=C1C=C/1[NH3+]"
C -2.2342 0.5535 0.2635 -3.8 -1.3 -2.8 -0.09
C -1.5345 -0.7443 0.0603 3.6 2.0 1.1 -0.12
C -0.1931 -0.7883 0.1381 0.1 0.6 -0.8 -0.14
C 1.0349 -1.5247 0.0140 1.7 0.6 -0.1 0.12
C 1.2344 -0.1925 0.0993 -1.2 -2.8 -0.7 -0.09
N 2.2119 0.8602 -0.2881 -0.7 1.1 1.8 0.22
H -2.1984 1.1142 -0.6881 0.0 0.0 0.4 0.08
H -1.7657 1.1188 0.9986 0.3 1.0 1.6 0.04
H -3.4067 0.3415 0.3840 2.7 0.8 0.3 0.14
H -1.9142 -1.6606 0.3058 -1.6 -2.3 0.1 0.08
H 1.5196 -2.5294 -0.1985 -0.8 1.5 0.3 0.15
H 2.5600 0.8590 -1.2472 -0.1 -0.5 -0.3 0.17
H 3.0831 0.8494 0.3583 -1.9 0.3 -1.0 0.22
H 1.6028 1.7433 -0.2000 1.8 -1.0 0.1 0.21